No. 1
Formula: C24H28N2O5
Source: the Open Molecules 2025 dataset
Level of theory: ωB97M-V/def2-TZVPD

Each line ends with the Löwdin charge.
Cartesian coordinates (Å):
C  6.759  1.787  -1.670  -0.10
O  7.059  0.418  -1.821  -0.19
C  6.586  -0.417  -0.795  -0.23
C  5.055  -0.573  -0.767  -0.13
H  4.671  -0.312  -1.755  0.13
H  4.801  -1.616  -0.572  0.11
C  4.383  0.317  0.285  -0.13
N  2.964  0.426  0.064  -0.01
C  2.401  1.495  -0.543  -0.37
O  3.000  2.468  -0.945  0.10
C  0.900  1.217  -0.632  -0.26
O  0.074  1.985  -1.073  0.12
C  0.713  -0.107  -0.062  -0.04
C  -0.446  -0.786  0.124  -0.18
C  -1.748  -0.372  -0.401  -0.16
C  -2.875  -0.454  0.415  -0.02
C  -4.123  -0.086  -0.047  -0.01
C  -4.276  0.358  -1.360  -0.25
C  -3.147  0.418  -2.186  0.03
C  -1.905  0.068  -1.717  -0.01
H  -1.050  0.115  -2.370  0.13
H  -3.280  0.758  -3.201  0.12
O  -5.434  0.756  -1.930  -0.03
C  -6.645  0.701  -1.202  -0.18
C  -7.234  -0.715  -1.128  -0.42
C  -8.458  -0.721  -0.218  -0.07
H  -8.884  -1.720  -0.167  0.08
H  -8.197  -0.407  0.790  0.08
H  -9.218  -0.043  -0.602  0.08
C  -7.588  -1.205  -2.529  -0.07
H  -6.721  -1.137  -3.181  0.08
H  -7.920  -2.240  -2.499  0.08
H  -8.385  -0.598  -2.951  0.08
H  -6.474  -1.385  -0.709  0.13
H  -7.327  1.350  -1.758  0.14
H  -6.513  1.122  -0.198  0.13
H  -4.963  -0.142  0.627  0.11
H  -2.774  -0.770  1.446  0.12
O  -0.402  -1.927  0.848  0.11
H  -1.282  -2.327  0.893  0.12
C  2.034  -0.596  0.486  -0.19
C  1.996  -0.704  1.994  -0.17
C  2.232  -1.904  2.652  -0.10
N  2.205  -2.034  3.966  0.06
C  1.941  -0.964  4.695  -0.15
C  1.690  0.286  4.148  -0.05
C  1.717  0.416  2.770  0.00
H  1.528  1.370  2.298  0.13
H  1.478  1.134  4.781  0.10
H  1.931  -1.120  5.766  0.10
H  2.449  -2.808  2.096  0.12
H  2.305  -1.572  0.061  0.16
H  4.779  1.334  0.229  0.12
H  4.562  -0.081  1.290  0.13
H  6.941  -0.059  0.185  0.12
H  7.054  -1.383  -1.000  0.12
H  7.302  2.302  -2.461  0.09
H  7.101  2.159  -0.697  0.09
H  5.690  1.995  -1.781  0.08

Cartesian forces (eV/Å) of the 2 atoms listed first:
C -0.004 0.004 -0.046
O 0.091 -0.010 -0.118

Properties
Structure (SMILES): COCCCN1C(=O)C(=O)/C(=C(/O)c2ccc(OCC(C)C)cc2)[C@@H]1c1cccnc1
Maximum force (eV/A): 0.8
ΔE to the lowest compared entry with this formula, charge and spin (kcal/mol): 74.38
HOMO (eV): -8.635
Lowest unoccupied orbital energy (eV): -0.3


No. 2
Formula: C24H28N4O5S
Source: the Open Molecules 2025 dataset
Level of theory: ωB97M-V/def2-TZVPD

Each line ends with the Löwdin charge.
Cartesian coordinates (Å):
C  1.449  1.140  -3.467  -0.03
C  0.164  1.629  -2.861  -0.22
C  -0.845  0.737  -2.526  -0.04
C  -2.027  1.171  -1.952  -0.08
C  -2.223  2.521  -1.716  -0.07
C  -1.237  3.429  -2.052  -0.03
C  -0.044  2.990  -2.616  -0.29
N  0.950  3.949  -2.885  -0.04
S  1.641  4.717  -1.561  0.67
O  0.643  5.474  -0.879  -0.26
O  2.811  5.376  -2.058  -0.29
C  2.128  3.302  -0.574  -0.25
C  1.162  2.586  0.087  0.03
C  1.479  1.353  0.664  -0.04
C  2.803  0.890  0.592  -0.17
C  3.785  1.658  -0.050  0.00
C  3.439  2.847  -0.650  -0.05
H  4.161  3.448  -1.180  0.12
H  4.803  1.297  -0.086  0.12
N  3.112  -0.322  1.147  0.10
C  2.166  -1.089  1.724  0.01
C  0.859  -0.726  1.819  -0.02
C  0.413  0.556  1.296  -0.30
O  -0.743  0.969  1.341  0.05
C  -0.055  -1.730  2.460  -0.45
O  0.369  -2.830  2.789  0.02
N  -1.316  -1.318  2.630  0.09
H  -1.560  -0.401  2.260  0.11
C  -2.378  -2.154  3.135  -0.17
C  -3.372  -2.512  2.028  -0.15
C  -2.764  -3.517  1.043  -0.20
N  -2.659  -4.820  1.683  -0.17
C  -3.609  -5.809  1.207  -0.16
C  -3.178  -6.429  -0.131  -0.20
H  -3.843  -7.247  -0.414  0.12
O  -1.885  -6.988  -0.045  -0.14
C  -0.939  -6.020  0.368  -0.19
C  -1.329  -5.405  1.717  -0.16
H  -0.604  -4.650  2.021  0.09
H  -1.344  -6.198  2.471  0.13
H  0.016  -6.543  0.437  0.12
H  -0.861  -5.230  -0.397  0.12
H  -3.198  -5.663  -0.923  0.12
H  -4.595  -5.352  1.111  0.12
H  -3.662  -6.602  1.960  0.12
H  -1.775  -3.160  0.740  0.12
H  -3.389  -3.560  0.143  0.11
H  -3.665  -1.603  1.498  0.11
H  -4.260  -2.955  2.479  0.11
H  -1.931  -3.066  3.534  0.12
H  -2.890  -1.618  3.940  0.12
H  2.473  -2.045  2.126  0.14
H  4.070  -0.644  1.108  0.16
H  0.152  2.954  0.167  0.13
H  1.672  3.647  -3.521  0.11
H  -1.356  4.483  -1.862  0.11
H  -3.141  2.867  -1.267  0.11
H  -2.790  0.455  -1.686  0.10
H  -0.694  -0.317  -2.707  0.11
H  1.567  1.521  -4.482  0.09
H  2.308  1.464  -2.877  0.07
H  1.454  0.054  -3.512  0.08

Cartesian forces (eV/Å) of the 2 atoms listed first:
C -0.103 0.071 0.075
C 0.111 0.146 -0.037

Properties
Structure (SMILES): Cc1ccccc1NS(=O)(=O)c1ccc2[nH]cc(C(=O)NCCCN3CCOCC3)c(=O)c2c1
Maximum force (eV/A): 0.9
ΔE to the lowest compared entry with this formula, charge and spin (kcal/mol): 44.04
HOMO (eV): -7.905
Lowest unoccupied orbital energy (eV): -0.3


No. 3
Formula: C24H28N6O4ReS
Source: the Open Molecules 2025 dataset
Level of theory: ωB97M-V/def2-TZVPD

Each line ends with the Löwdin charge.
Cartesian coordinates (Å):
Re  -0.311  0.547  1.035  1.48
N  0.579  -1.327  1.700  -0.06
C  -0.442  -2.433  1.629  -0.07
C  -1.652  -2.036  0.789  -0.52
O  -2.336  -2.851  0.220  0.12
N  -1.879  -0.681  0.805  -0.15
C  -3.013  -0.155  0.061  -0.10
C  -2.695  1.258  -0.402  -0.53
O  -3.323  1.897  -1.179  0.17
O  -1.560  1.780  0.187  -0.27
H  1.020  -1.334  2.618  0.12
H  1.323  -1.527  1.030  0.10
H  0.007  -3.342  1.237  0.14
H  -0.794  -2.631  2.642  0.14
H  -3.262  -0.783  -0.797  0.13
H  -3.915  -0.117  0.681  0.15
C  3.560  4.499  0.691  0.00
N  2.188  4.510  0.187  -0.11
C  1.612  5.558  -0.507  -0.01
C  0.339  5.207  -0.783  -0.02
N  0.152  3.950  -0.249  0.10
C  1.280  3.538  0.335  -0.64
S  1.617  2.044  1.162  0.68
H  3.590  4.928  1.691  0.11
H  4.175  5.087  0.016  0.11
H  3.924  3.477  0.711  0.07
H  2.165  6.450  -0.738  0.14
H  -0.442  5.730  -1.302  0.14
H  -0.700  3.392  -0.276  0.12
N  1.434  1.746  7.076  0.22
C  0.600  1.666  6.294  -0.15
C  -0.416  1.558  5.285  -0.17
C  -1.762  1.783  5.561  0.05
C  -2.676  1.665  4.529  0.01
C  -2.230  1.321  3.269  -0.07
N  -0.929  1.105  3.001  -0.11
C  -0.037  1.231  3.993  -0.09
H  -2.075  2.047  6.562  0.15
H  -3.729  1.836  4.693  0.13
H  -2.913  1.215  2.441  0.11
H  1.008  1.094  3.748  0.10
C  1.288  -5.501  -4.337  -0.01
C  0.949  -4.188  -3.713  -0.20
C  1.912  -3.466  -2.999  0.02
C  1.632  -2.257  -2.410  -0.16
C  2.785  -1.489  -1.825  -0.01
C  0.292  -1.753  -2.508  -0.09
C  -0.218  -0.701  -1.735  -0.10
O  0.373  -0.108  -0.776  -0.24
C  -0.682  -2.451  -3.300  -0.16
C  -2.090  -1.960  -3.505  -0.02
C  -0.330  -3.654  -3.867  0.02
H  2.315  -5.795  -4.143  0.09
H  1.134  -5.452  -5.415  0.11
H  0.622  -6.277  -3.955  0.10
H  2.919  -3.862  -2.939  0.13
H  3.545  -2.174  -1.452  0.09
H  2.512  -0.778  -1.056  0.05
H  3.253  -0.906  -2.623  0.11
H  -1.239  -0.375  -1.941  0.12
H  -2.718  -2.214  -2.647  0.09
H  -2.521  -2.456  -4.371  0.10
H  -2.154  -0.887  -3.683  0.09
H  -1.061  -4.199  -4.449  0.14

Cartesian forces (eV/Å) of the 2 atoms listed first:
Re 0.050 0.116 -0.056
N 0.130 -0.123 -0.013

Properties
⟨S²⟩: 3.768
Maximum force (eV/A): 0.4
ΔE to the lowest compared entry with this formula, charge and spin (kcal/mol): 0.00
2S+1: 4
Total charge: +2
HOMO (alpha / beta) (eV): -13.984 / -14.375
Lowest unoccupied orbital energy (alpha / beta) (eV): -6.4 / -7.3


- Among the records above, which one has the lowest ΔE to the lowest compared entry with this formula, charge and spin?
  C24H28N6O4ReS


- The lowest ΔE to the lowest compared entry with this formula, charge and spin belongs to which entry?
  C24H28N6O4ReS